Here is a molecular structure, C58H50GeIN2O2P2ReS from OMol25. Energies are from wB97M-V/def2-TZVPD.

As for the net charge: +2. The LUMO energy comes out at -0.24684 Ha. The gap between HOMO and LUMO is 0.220 Ha.

Last column: Mulliken charge in e.
Atoms and positions in Å:
1 Re -0.16 -0.37 -1.22  0.712
2 N -1.96 1.82 1.05  0.394
3 P -1.21 1.36 2.54  0.836
4 C -1.73 2.75 3.53  0.714
5 C -0.93 3.12 4.63  -0.807
6 C -1.32 4.19 5.44  -0.647
7 C -2.49 4.92 5.17  -0.636
8 C -3.28 4.55 4.07  -0.677
9 C -2.90 3.48 3.24  0.199
10 C -2.34 0.06 3.02  -0.170
11 C -2.07 -1.21 2.52  0.836
12 C -2.88 -2.31 2.81  -0.354
13 C -4.01 -2.15 3.62  -0.852
14 C -4.29 -0.88 4.14  -0.796
15 C -3.47 0.22 3.85  -0.615
16 P -2.08 0.73 -0.29  0.277
17 C -2.56 1.82 -1.62  0.276
18 C -3.48 1.31 -2.57  -0.547
19 C -3.89 2.11 -3.65  -0.610
20 C -3.41 3.42 -3.79  -0.698
21 C -2.47 3.91 -2.86  -0.764
22 C -2.04 3.12 -1.79  -0.004
23 C -3.61 -0.17 0.05  0.603
24 C -4.75 0.57 0.41  -0.463
25 C -5.98 -0.10 0.58  -0.926
26 C -6.06 -1.47 0.39  -0.742
27 C -4.91 -2.21 0.06  -0.479
28 C -3.69 -1.58 -0.10  -0.145
29 H -1.91 2.81 0.76  0.423
30 H -0.02 2.55 4.86  0.347
31 H -0.68 4.46 6.29  0.408
32 H -2.77 5.77 5.80  0.411
33 H -4.19 5.11 3.81  0.436
34 H -3.54 3.17 2.40  0.192
35 H -1.22 -1.36 1.85  -0.517
36 H -2.67 -3.27 2.31  0.516
37 H -4.68 -3.01 3.83  0.386
38 H -5.15 -0.74 4.79  0.443
39 H -3.72 1.21 4.28  0.415
40 H -3.84 0.27 -2.49  0.382
41 H -4.62 1.71 -4.35  0.454
42 H -3.74 4.05 -4.63  0.390
43 H -2.04 4.91 -2.98  0.441
44 H -1.30 3.51 -1.08  0.013
45 H -4.69 1.66 0.51  0.267
46 H -6.86 0.48 0.85  0.457
47 H -7.02 -1.99 0.52  0.424
48 H -4.98 -3.30 -0.04  0.474
49 H -2.79 -2.19 -0.28  0.326
50 I -0.51 -0.63 -3.76  -0.393
51 O 1.55 -3.65 2.82  -0.443
52 C 1.17 -3.02 1.90  0.826
53 N 0.77 -2.46 0.89  -1.381
54 O 0.98 1.28 -0.77  -0.927
55 S 1.07 2.30 0.55  1.197
56 C 2.34 1.52 1.63  -0.907
57 C 3.61 1.18 0.93  -0.656
58 C 4.72 2.03 1.03  -0.175
59 C 5.94 1.67 0.42  -0.849
60 C 6.03 0.49 -0.32  -0.725
61 C 4.91 -0.35 -0.46  -0.413
62 C 3.71 0.00 0.15  0.060
63 C 1.98 3.68 -0.17  -1.001
64 C 1.95 4.85 0.78  0.447
65 C 0.80 5.12 1.52  0.213
66 C 0.75 6.23 2.38  -0.751
67 C 1.86 7.07 2.51  -0.546
68 C 3.02 6.81 1.76  -0.699
69 C 3.08 5.71 0.91  -0.598
70 H 1.82 0.62 2.05  0.330
71 H 2.53 2.21 2.49  0.667
72 H 4.65 2.97 1.61  0.462
73 H 6.81 2.33 0.51  0.391
74 H 6.98 0.21 -0.78  0.451
75 H 4.97 -1.26 -1.07  0.384
76 H 2.83 -0.62 -0.01  0.663
77 H 1.46 3.92 -1.13  0.579
78 H 3.01 3.37 -0.40  0.511
79 H -0.09 4.48 1.45  0.205
80 H -0.15 6.42 2.96  0.434
81 H 1.81 7.96 3.15  0.402
82 H 3.90 7.46 1.88  0.374
83 H 4.00 5.48 0.33  0.427
84 C 0.37 -1.63 0.00  1.886
85 Ge 1.48 -3.36 -2.20  0.060
86 C 2.54 -2.54 -3.62  0.556
87 C 2.70 -3.19 -4.84  -0.591
88 C 3.50 -2.65 -5.86  -0.698
89 C 4.12 -1.41 -5.67  -0.544
90 C 3.97 -0.73 -4.46  -0.727
91 C 3.18 -1.27 -3.45  -0.009
92 C 2.60 -4.37 -0.94  0.449
93 C 4.01 -4.26 -1.00  -0.064
94 C 4.81 -5.13 -0.26  -0.639
95 C 4.22 -6.11 0.57  -0.526
96 C 2.82 -6.18 0.67  -0.673
97 C 2.01 -5.31 -0.07  -0.337
98 C -0.16 -4.37 -2.55  0.100
99 C -0.06 -5.64 -3.13  -0.005
100 C -1.22 -6.37 -3.47  -0.752
101 C -2.49 -5.85 -3.22  -0.588
102 C -2.61 -4.59 -2.60  -0.466
103 C -1.47 -3.87 -2.26  0.962
104 H 2.22 -4.17 -5.03  0.346
105 H 3.59 -3.20 -6.80  0.407
106 H 4.75 -0.97 -6.46  0.388
107 H 4.46 0.24 -4.29  0.464
108 H 3.05 -0.70 -2.53  0.413
109 H 4.49 -3.51 -1.66  0.240
110 H 5.90 -5.05 -0.36  0.427
111 H 4.86 -6.79 1.15  0.396
112 H 2.35 -6.92 1.32  0.426
113 H 0.93 -5.42 0.01  0.508
114 H 0.92 -6.09 -3.34  0.414
115 H -1.09 -7.35 -3.94  0.405
116 H -3.40 -6.41 -3.48  0.396
117 H -3.60 -4.16 -2.39  0.434
118 H -1.58 -2.89 -1.79  -0.624